1.
{
  "formula": "C38H46OP2SiTc",
  "method": "ωB97M-V/def2-TZVPD",
  "fmax_ha_per_bohr": 0.0821,
  "relative_energy_ev": 0.066,
  "lumo_ha": [-0.2609, -0.2911],
  "orbital_gap_ha": [0.217, 0.189],
  "multiplicity": 4,
  "homo_ev": [-13.0005, -13.0694],
  "s_squared": 3.805,
  "total_charge": 2,
  "total_energy_ha": -2603.16510,
  "symbols": ["Tc", "C", "C", "C", "C", "C", "C", "C", "C", "C", "H", "H", "H", "H", "H", "H", "H", "H", "H", "H", "H", "H", "H", "H", "H", "P", "P", "C", "C", "C", "C", "C", "C", "C", "C", "C", "C", "C", "C", "C", "C", "C", "C", "C", "C", "C", "C", "C", "C", "C", "C", "C", "C", "H", "H", "H", "H", "H", "H", "H", "H", "H", "H", "H", "H", "H", "H", "H", "H", "H", "H", "H", "H", "H", "H", "C", "Si", "C", "C", "O", "H", "H", "H", "H", "H", "H", "H", "H", "H"],
  "positions_angstrom": [[2.45737, 3.91845, 0.36789], [4.33020, 3.72803, -0.75066], [3.40063, 2.76060, -1.19870], [3.51767, 1.28380, -0.86062], [2.99949, 0.92763, 0.55541], [2.59103, 2.10757, 1.41909], [3.53533, 3.03999, 1.92611], [5.01892, 2.94703, 1.63573], [5.43712, 3.45019, 0.22999], [0.82502, 4.35507, 1.59268], [4.55585, 4.60365, -1.37375], [2.90320, 2.96916, -2.15711], [4.56087, 0.92741, -0.97179], [2.91794, 0.70171, -1.57722], [2.11921, 0.27300, 0.46232], [3.73962, 0.30826, 1.08744], [1.69579, 1.96929, 2.02874], [3.31329, 3.52896, 2.88193], [5.42152, 1.93226, 1.78834], [5.54935, 3.57018, 2.38004], [5.96472, 4.40302, 0.36219], [6.16083, 2.74463, -0.21344], [0.38342, 5.32955, 1.31174], [1.23863, 4.42702, 2.62321], [0.04368, 3.56370, 1.58359], [-3.03245, -3.02895, -2.12868], [-3.54626, -3.35676, 0.95361], [-2.11753, -4.29687, -1.20460], [-2.48198, -4.54443, 0.08649], [-3.61051, -3.91339, -3.63906], [-3.01033, -5.09253, -4.09744], [-3.43031, -5.66657, -5.30576], [-4.49328, -5.11164, -6.02064], [-5.15998, -3.98954, -5.51096], [-4.73295, -3.40131, -4.32357], [-1.60183, -2.00675, -2.66301], [-0.97834, -1.22819, -1.67097], [0.13922, -0.45256, -1.98787], [0.62469, -0.44089, -3.30639], [-0.01966, -1.18812, -4.30187], [-1.14144, -1.96149, -3.98765], [-4.61942, -4.59087, 1.84424], [-5.49685, -5.34129, 1.03824], [-6.18463, -6.43086, 1.56554], [-6.03314, -6.75452, 2.92089], [-5.21746, -5.97218, 3.74647], [-4.52614, -4.87843, 3.21265], [-2.47024, -2.76336, 2.31375], [-2.91445, -1.65752, 3.06415], [-2.20782, -1.26483, 4.20432], [-1.03884, -1.95034, 4.57462], [-0.55908, -3.00276, 3.78423], [-1.25735, -3.38908, 2.63611], [-1.28606, -4.80482, -1.71234], [-2.24334, -5.47576, 0.62314], [-2.20987, -5.55154, -3.52226], [-2.92083, -6.54758, -5.68831], [-4.81417, -5.55630, -6.96144], [-6.01368, -3.57856, -6.04883], [-5.25723, -2.53675, -3.91828], [-1.37358, -1.23068, -0.64978], [0.62031, 0.15959, -1.21935], [1.49707, 0.16994, -3.56028], [0.34614, -1.16467, -5.33083], [-1.65463, -2.53279, -4.76113], [-5.61050, -5.08059, -0.01636], [-6.83232, -7.02621, 0.92092], [-6.55185, -7.61854, 3.33025], [-5.10448, -6.21603, 4.80308], [-3.88876, -4.28018, 3.86231], [-3.81003, -1.12067, 2.75661], [-2.56755, -0.42909, 4.81037], [-0.50479, -1.66067, 5.48086], [0.35503, -3.52619, 4.06750], [-0.87471, -4.18749, 1.99770], [5.69261, 6.86650, 0.52340], [3.82370, 7.17941, 0.58425], [3.45736, 8.00255, 2.22980], [3.28224, 8.51586, -0.61429], [2.98122, 5.78757, 0.40224], [6.26678, 7.80266, 0.57900], [6.00505, 6.36483, -0.40046], [6.00754, 6.25341, 1.38047], [3.96317, 8.97957, 2.26289], [2.37562, 8.17243, 2.32047], [3.79682, 7.39001, 3.07365], [3.51432, 8.25370, -1.65281], [2.19537, 8.66447, -0.52110], [3.77571, 9.46850, -0.36105]],
  "mulliken_charge": [0.75, -0.15, -0.53, -0.48, -1.04, -0.61, 0.36, -1.41, -0.50, -0.99, 0.59, 0.59, 0.45, -0.09, 0.37, 0.47, 0.82, 0.45, 0.28, 0.45, 0.15, 0.54, 0.33, 0.29, 0.34, 0.32, 0.23, -0.54, -0.67, 0.26, 0.13, -0.64, -0.49, -0.56, -0.38, 0.64, -0.71, -0.16, -0.44, -0.80, -0.47, 0.40, -0.30, -0.64, -0.43, -0.62, -0.27, 0.39, -0.41, -0.66, -0.50, -0.76, -0.04, 0.64, 0.75, 0.27, 0.41, 0.40, 0.40, 0.40, 0.33, 0.36, 0.39, 0.39, 0.35, 0.39, 0.39, 0.39, 0.40, 0.30, 0.41, 0.45, 0.45, 0.44, 0.42, -1.11, 0.25, -1.04, -1.07, -0.49, 0.48, 0.34, 0.31, 0.36, 0.30, 0.30, 0.33, 0.30, 0.31]
}

=====

2.
{
  "formula": "C3H5ClS",
  "method": "ωB97M-V/def2-TZVPD",
  "fmax_ha_per_bohr": 0.0799,
  "relative_energy_ev": 3.343,
  "lumo_ha": -0.0127,
  "orbital_gap_ha": 0.311,
  "homo_ev": -8.8152,
  "total_charge": 0,
  "total_energy_ha": -975.53386,
  "symbols": ["C", "C", "C", "S", "Cl", "H", "H", "H", "H", "H"],
  "positions_angstrom": [[-1.14156, 0.41745, 0.34687], [-0.90338, -0.00395, -0.91771], [1.87406, -0.23222, -0.68210], [2.01327, -1.29376, 0.57383], [2.55114, 1.26856, -0.38378], [-1.52696, 1.37073, 0.43808], [-1.27594, -0.35434, 1.04498], [-0.82216, -1.03929, -1.09400], [-0.89092, 0.67741, -1.66499], [2.88728, -0.79813, 1.49326]],
  "mulliken_charge": [-0.51, -0.74, 0.03, -0.09, -0.08, 0.30, 0.28, 0.34, 0.34, 0.13]
}

=====

3.
{
  "formula": "C4H9NOS",
  "method": "ωB97M-V/def2-TZVPD",
  "fmax_ha_per_bohr": 0.0932,
  "relative_energy_ev": 3.676,
  "lumo_ha": 0.0277,
  "orbital_gap_ha": 0.366,
  "homo_ev": -9.2066,
  "total_charge": 0,
  "total_energy_ha": -685.88385,
  "symbols": ["C", "C", "C", "C", "N", "O", "S", "H", "H", "H", "H", "H", "H", "H", "H", "H"],
  "positions_angstrom": [[-0.12299, -0.52439, 0.08170], [-0.14695, -1.78054, -0.69848], [0.56857, -0.29761, 1.43097], [0.55044, 1.86279, -0.52842], [-0.24178, 0.64894, -0.66063], [-2.81424, -0.28662, -0.80642], [-1.70909, 0.38015, 0.11926], [-1.12931, -2.12159, -0.56929], [0.43946, -2.54934, -0.34525], [-0.04122, -1.58431, -1.72274], [1.57554, -0.65672, 1.34189], [0.23740, -0.69527, 2.28872], [0.51154, 0.77911, 1.59143], [1.33699, 1.92111, -1.21561], [0.06593, 2.79596, -0.81929], [0.91971, 2.10834, 0.51216]],
  "mulliken_charge": [1.17, -1.72, -1.39, -0.70, -0.16, -0.60, 0.29, 0.40, 0.45, 0.39, 0.34, 0.41, 0.29, 0.31, 0.28, 0.23]
}

=====

4.
{
  "formula": "C8H16",
  "method": "ωB97M-V/def2-TZVPD",
  "fmax_ha_per_bohr": 0.0876,
  "relative_energy_ev": 4.267,
  "lumo_ha": 0.0318,
  "orbital_gap_ha": 0.323,
  "homo_ev": -7.9169,
  "total_charge": 0,
  "total_energy_ha": -314.23774,
  "symbols": ["C", "C", "C", "C", "C", "C", "C", "C", "H", "H", "H", "H", "H", "H", "H", "H", "H", "H", "H", "H", "H", "H", "H", "H"],
  "positions_angstrom": [[0.01929, 0.41224, -1.06995], [-0.72356, 0.17573, 0.19417], [-0.50683, -0.36592, -2.27919], [-1.45963, 1.36506, 0.76435], [-1.44174, -1.14092, 0.37859], [1.49932, -0.09505, 1.86854], [1.60988, 0.11343, -1.00236], [2.32939, -0.08852, 0.04962], [-0.00453, 1.48274, -1.29876], [0.31695, 0.01859, 1.05016], [1.99402, 0.07434, -2.01779], [3.35988, -0.38651, 0.17602], [0.03106, -0.06674, -3.18092], [-1.56736, -0.16462, -2.43346], [-0.37322, -1.43903, -2.15409], [-0.85629, 2.27278, 0.71489], [-1.71891, 1.19316, 1.81149], [-2.38554, 1.55631, 0.21061], [-1.68204, -1.29066, 1.43396], [-2.37208, -1.17491, -0.19617], [-0.82568, -1.98254, 0.06069], [0.76354, 0.29766, 2.58210], [1.62750, -1.16136, 2.03710], [2.36659, 0.39474, 2.30039]],
  "mulliken_charge": [0.24, 1.92, -1.61, -1.59, -1.75, -1.64, -0.10, -0.83, 0.24, -0.37, 0.29, 0.40, 0.48, 0.36, 0.35, 0.43, 0.38, 0.41, 0.42, 0.41, 0.37, 0.37, 0.33, 0.49]
}

=====

5.
{
  "formula": "C18H35As2NPdS2",
  "method": "ωB97M-V/def2-TZVPD",
  "fmax_ha_per_bohr": 0.0475,
  "lumo_ha": [-0.1831, -0.3192],
  "orbital_gap_ha": [0.290, 0.222],
  "multiplicity": 3,
  "homo_ev": [-12.8841, -14.7262],
  "s_squared": 2.014,
  "total_charge": 2,
  "total_energy_ha": -6156.77423,
  "symbols": ["Pd", "S", "S", "C", "C", "C", "N", "C", "C", "H", "H", "H", "H", "H", "H", "H", "H", "C", "H", "H", "H", "H", "H", "H", "H", "C", "C", "H", "H", "H", "H", "C", "As", "C", "C", "C", "C", "C", "C", "C", "As", "C", "C", "H", "H", "H", "H", "H", "H", "H", "H", "H", "H", "H", "H", "H", "H", "H", "H"],
  "positions_angstrom": [[0.15838, -0.03508, -0.09685], [2.38544, 0.01196, -1.22424], [-0.91069, 0.39987, 2.19227], [3.57393, 0.26317, 0.14534], [2.05983, 1.71766, -1.72813], [1.49249, 2.62482, -0.65460], [0.20852, 2.08541, -0.14370], [-0.20923, 2.81729, 1.08498], [-1.35075, 2.10904, 1.77703], [1.36260, 1.67639, -2.57003], [3.03279, 2.06940, -2.07036], [1.25109, 3.62296, -1.06018], [2.17129, 2.73576, 0.19343], [-0.52872, 3.81336, 0.73465], [0.65485, 2.92899, 1.74593], [-2.24530, 2.14853, 1.14347], [-1.58087, 2.59453, 2.73410], [0.31581, 0.72293, 3.49303], [-0.50058, 2.27947, -0.85124], [1.19194, 1.26505, 3.13478], [0.61687, -0.27470, 3.82382], [-0.14837, 1.24394, 4.33748], [3.75881, -0.71905, 0.59464], [3.27184, 0.96736, 0.92933], [4.49461, 0.60553, -0.34051], [-3.65556, 1.35843, -4.01841], [-3.73603, 0.00840, -3.94159], [-2.97180, 1.84654, -4.73243], [-4.31507, 2.01571, -3.42617], [-3.10113, -0.63744, -4.57012], [-4.49783, -0.49057, -3.32168], [-4.09818, -2.13365, -1.03890], [-2.62890, -1.14774, -0.18745], [-3.86608, 0.06995, 0.74893], [-2.03638, -2.75050, 0.88505], [-2.88130, -3.42076, 1.75965], [-2.50162, -4.68690, 2.24368], [-1.31606, -5.29773, 1.79520], [-0.49274, -4.63323, 0.87465], [-0.83521, -3.34782, 0.46930], [0.33787, -2.25122, -0.66835], [2.03794, -3.03034, -0.08501], [-0.38257, -2.45857, -2.49373], [-4.68578, -1.43523, -1.65343], [-4.68825, -2.53365, -0.19851], [-3.68736, -2.93654, -1.65967], [-4.85715, -0.39056, 0.77351], [-3.48984, 0.33217, 1.74956], [-3.89086, 0.99102, 0.14336], [-3.82592, -2.96586, 2.03756], [-3.13419, -5.20897, 2.94313], [-1.03928, -6.27274, 2.15743], [0.39771, -5.11828, 0.47901], [1.97587, -4.11311, -0.26408], [2.88932, -2.57862, -0.59806], [2.11758, -2.84711, 0.99366], [-0.34691, -3.52332, -2.75916], [-1.42358, -2.08878, -2.50892], [0.23001, -1.86321, -3.18232]],
  "mulliken_charge": [-0.30, -0.14, 0.11, -0.92, -0.65, -0.78, 0.23, -0.93, -0.64, 0.37, 0.52, 0.39, 0.34, 0.38, 0.43, 0.29, 0.46, -1.07, 0.16, 0.27, 0.42, 0.41, 0.41, 0.20, 0.41, -0.57, -0.35, 0.26, 0.26, 0.25, 0.21, -1.38, 0.41, -1.32, 0.71, -0.42, -0.81, -0.72, -0.58, -0.02, 1.28, -1.34, -0.84, 0.37, 0.54, 0.37, 0.53, 0.46, 0.35, 0.49, 0.44, 0.44, 0.33, 0.44, 0.49, 0.40, 0.43, 0.16, 0.37]
}

=====

6.
{
  "formula": "C32H25AsF6N2O3PdSb",
  "method": "ωB97M-V/def2-TZVPD",
  "fmax_ha_per_bohr": 0.0047,
  "lumo_ha": [0.1594, 0.1593],
  "orbital_gap_ha": [0.238, 0.243],
  "multiplicity": 2,
  "homo_ev": [-2.1413, -2.2746],
  "s_squared": 0.754,
  "total_charge": -2,
  "total_energy_ha": -4773.01597,
  "symbols": ["Pd", "O", "C", "C", "C", "C", "C", "C", "C", "O", "N", "N", "C", "C", "C", "C", "C", "C", "C", "O", "H", "H", "H", "H", "H", "H", "H", "H", "H", "H", "C", "C", "C", "C", "C", "C", "As", "C", "C", "C", "C", "C", "C", "C", "C", "C", "C", "C", "C", "H", "H", "H", "H", "H", "H", "H", "H", "H", "H", "H", "H", "H", "H", "H", "F", "Sb", "F", "F", "F", "F", "F"],
  "positions_angstrom": [[0.67234, 0.81875, -1.80421], [-4.12799, 2.08615, 0.51672], [-4.29089, 0.80018, 0.84277], [-5.24474, 0.46337, 1.80984], [-5.42410, -0.85370, 2.18825], [-4.66082, -1.86376, 1.60763], [-3.72664, -1.53168, 0.63810], [-3.52569, -0.21487, 0.23900], [-2.51392, 0.15941, -0.81120], [-2.31398, 1.39469, -1.02075], [-1.94979, -0.85677, -1.42748], [-0.99669, -0.45137, -2.35779], [-1.03976, -1.05849, -3.48370], [-0.14602, -0.90861, -4.62462], [-0.34321, -1.81788, -5.67315], [0.39757, -1.79937, -6.83670], [1.38088, -0.81041, -6.97130], [1.59914, 0.10697, -5.97407], [0.86008, 0.10668, -4.75132], [1.12660, 0.99557, -3.86919], [-3.34636, 2.06556, -0.14788], [-5.81918, 1.26539, 2.25808], [-6.16127, -1.09639, 2.94658], [-4.79650, -2.89636, 1.90627], [-3.11876, -2.29134, 0.16302], [-1.84629, -1.78571, -3.60603], [-1.12086, -2.56624, -5.54808], [0.21903, -2.52341, -7.62162], [1.97923, -0.76403, -7.87611], [2.35609, 0.87560, -6.07423], [0.97756, -4.67153, 0.76075], [1.40527, -3.92187, 1.84992], [1.39051, -2.53620, 1.78681], [0.94609, -1.88516, 0.63878], [0.52391, -2.64111, -0.44892], [0.53905, -4.02937, -0.38735], [0.90132, 0.06488, 0.49306], [-0.40446, 0.53053, 1.85397], [-1.16341, -0.39705, 2.55607], [-2.08157, 0.03069, 3.50726], [-2.24393, 1.38500, 3.75464], [-1.49615, 2.31521, 3.04369], [-0.58257, 1.89197, 2.09150], [2.53908, 0.47733, 1.46689], [2.59105, 0.58079, 2.85280], [3.78907, 0.87920, 3.48529], [4.93851, 1.08890, 2.73565], [4.88743, 1.00269, 1.35273], [3.69116, 0.69606, 0.72119], [0.98804, -5.75426, 0.80905], [1.75252, -4.41679, 2.74938], [1.73275, -1.95819, 2.63693], [0.17501, -2.13846, -1.34303], [0.20379, -4.60537, -1.24125], [-1.06338, -1.45448, 2.34722], [-2.69427, -0.69628, 4.02700], [-2.97783, 1.71865, 4.47867], [-1.64061, 3.37507, 3.21035], [-0.00958, 2.62285, 1.52836], [1.68854, 0.45753, 3.44023], [3.81878, 0.97247, 4.56466], [5.86727, 1.35062, 3.22859], [5.76650, 1.21657, 0.75849], [3.64012, 0.67748, -0.36179], [2.20344, 3.13389, -1.02134], [2.49805, 4.67696, 0.05487], [4.37175, 4.39196, -0.07872], [2.56400, 5.77174, -1.48774], [2.81862, 6.20395, 1.13833], [0.63364, 4.94699, 0.19789], [2.43742, 3.59821, 1.61227]],
  "mulliken_charge": [-0.06, -0.80, 0.33, -0.58, -0.37, -0.85, -0.37, 0.38, 0.47, -0.94, -0.37, 0.04, -0.54, 0.45, -0.60, -0.66, -0.24, -0.59, 0.57, -0.81, 0.43, 0.43, 0.35, 0.36, 0.46, 0.23, 0.28, 0.36, 0.33, 0.40, -0.36, -0.75, 0.24, 0.03, -0.46, -0.81, 1.68, 0.49, -0.15, -0.57, -0.56, -0.59, -0.41, 0.47, -0.14, -0.85, -0.38, -0.60, -0.57, 0.35, 0.38, 0.39, 0.33, 0.42, 0.24, 0.33, 0.32, 0.39, 0.25, 0.41, 0.35, 0.35, 0.37, 0.27, -0.55, 2.49, -0.59, -0.58, -0.58, -0.60, -0.57]
}

=====

7.
{
  "formula": "C2HN2O4",
  "method": "ωB97M-V/def2-TZVPD",
  "fmax_ha_per_bohr": 0.0552,
  "relative_energy_ev": 1.980,
  "lumo_ha": [0.1303, 0.1303],
  "orbital_gap_ha": [0.310, 0.310],
  "homo_ev": [-4.8980, -4.8971],
  "total_charge": -1,
  "total_energy_ha": -487.27557,
  "symbols": ["C", "C", "N", "N", "O", "O", "O", "O", "H"],
  "positions_angstrom": [[1.66791, -0.23285, -0.66794], [-0.06134, 1.09085, -1.86711], [0.42467, -0.38023, 1.69649], [0.52347, 0.10991, -0.67846], [0.72495, 1.09304, -2.77339], [2.77614, -0.62453, -0.62823], [-1.14146, 1.55355, -1.65827], [0.11155, -1.50395, 1.41669], [-0.34733, 0.12725, 2.06740]],
  "mulliken_charge": [0.80, 0.49, 0.01, -0.40, -0.62, -0.56, -0.62, -0.25, 0.17]
}

=====

8.
{
  "formula": "C7H9F",
  "method": "ωB97M-V/def2-TZVPD",
  "fmax_ha_per_bohr": 0.0528,
  "relative_energy_ev": 0.638,
  "lumo_ha": 0.0373,
  "orbital_gap_ha": 0.380,
  "homo_ev": -9.3344,
  "total_charge": 0,
  "total_energy_ha": -371.93230,
  "symbols": ["C", "C", "C", "C", "C", "C", "C", "H", "H", "H", "H", "H", "H", "H", "H", "H", "F"],
  "positions_angstrom": [[0.18094, 0.96462, 0.00184], [-0.89663, 0.70424, 1.05180], [-1.30717, -0.41682, 0.02660], [-0.09082, -1.37152, 0.00069], [1.00084, -0.27429, -0.00681], [2.30813, -0.40522, -0.00237], [-0.97342, 0.59635, -1.03704], [-0.59222, 0.45112, 2.01741], [-1.60344, 1.54479, 1.02590], [-2.26355, -0.91365, 0.04270], [-0.06515, -1.96160, 0.91078], [-0.10484, -1.98194, -0.90774], [2.85688, -1.33515, 0.12758], [2.86489, 0.52776, -0.07235], [-0.56327, 0.25330, -2.01157], [-1.61038, 1.45059, -1.12340], [0.85922, 2.16743, -0.04401]],
  "mulliken_charge": [0.47, -0.67, -0.26, -0.74, 0.30, -1.02, -0.66, 0.35, 0.32, 0.43, 0.35, 0.32, 0.31, 0.28, 0.27, 0.35, -0.39]
}

=====

Question: Number 6 is which compound?
Answer: C32H25AsF6N2O3PdSb